No. 1
Here is a structure of composition C44H38I2N5O7Y at a distorted geometry from the OMol25 dataset. Energies are from ωB97M-V/def2-TZVPD.

```
! wB97M-V def2-TZVPD RIJCOSX def2/J DEFGRID3
* xyz 0 1
Y 0.242 -0.296 -0.088
I -4.367 5.873 -3.300
C -3.082 4.326 -2.673
C -2.080 3.881 -3.519
C -1.261 2.863 -3.079
I 0.313 2.198 -4.296
C -1.399 2.231 -1.820
O -0.622 1.239 -1.472
C -2.413 2.750 -0.977
C -2.615 2.191 0.413
N -1.345 1.835 1.052
C -0.536 3.012 1.330
C 0.851 2.670 1.800
C 1.433 3.383 2.842
C 2.753 3.141 3.176
C 3.460 2.209 2.434
C 2.799 1.531 1.427
N 1.513 1.726 1.126
C -3.233 3.780 -1.413
H -1.934 4.325 -4.493
H -3.162 2.939 1.004
H -3.226 1.288 0.370
H -1.532 1.366 1.930
H -0.436 3.571 0.394
H -1.013 3.684 2.056
H 0.854 4.125 3.377
H 3.226 3.670 3.992
H 4.502 2.002 2.638
H 3.321 0.795 0.830
H -4.004 4.155 -0.750
O -0.468 -0.254 2.576
C -1.393 -1.239 2.983
C -1.243 -2.539 2.227
C -1.756 -3.716 2.751
C -1.647 -4.882 2.014
C -0.993 -4.834 0.794
C -0.480 -3.624 0.361
N -0.620 -2.484 1.052
H 0.416 -0.457 2.999
H -2.399 -0.845 2.798
H -1.309 -1.432 4.056
H -2.235 -3.709 3.723
H -2.062 -5.809 2.387
H -0.886 -5.712 0.173
H 0.070 -3.558 -0.570
O -2.318 -0.631 -0.611
C -2.597 -1.536 -1.692
C -1.223 -2.143 -2.203
O -1.232 -3.101 -2.951
O -0.188 -1.527 -1.762
C -3.518 -2.619 -1.176
C -3.991 -3.607 -2.038
C -4.816 -4.611 -1.560
C -5.205 -4.630 -0.227
C -4.774 -3.626 0.623
C -3.932 -2.628 0.150
C -3.268 -0.735 -2.804
C -4.546 -0.226 -2.586
C -5.161 0.565 -3.541
C -4.508 0.858 -4.731
C -3.234 0.360 -4.952
C -2.617 -0.433 -3.994
H -1.870 0.125 -1.057
H -3.704 -3.591 -3.079
H -5.163 -5.383 -2.236
H -5.855 -5.414 0.143
H -5.091 -3.618 1.659
H -3.603 -1.834 0.807
H -5.060 -0.446 -1.657
H -6.155 0.955 -3.362
H -4.991 1.470 -5.482
H -2.708 0.595 -5.869
H -1.622 -0.815 -4.177
O 1.879 -0.952 3.490
C 2.407 -1.483 2.507
C 3.641 -2.371 2.592
C 3.777 -2.921 1.176
C 2.710 -2.155 0.403
O 2.502 -2.225 -0.794
N 1.969 -1.359 1.237
H 3.497 -3.131 3.358
H 4.488 -1.755 2.897
H 3.551 -3.986 1.113
H 4.754 -2.768 0.720
N 2.053 0.402 -1.412
C 2.855 0.452 -2.226
C 3.865 0.526 -3.227
C 5.140 0.965 -2.861
C 6.125 1.072 -3.824
C 5.846 0.742 -5.144
C 4.583 0.291 -5.501
C 3.587 0.179 -4.548
H 5.342 1.220 -1.829
H 7.114 1.413 -3.547
H 6.618 0.838 -5.896
H 4.373 0.025 -6.528
H 2.601 -0.179 -4.809
*
```

Calculated values
Energy relative to the best compared isomer or geometry (same formula, charge and spin): 28.8 kcal/mol
E_LUMO: 0.02 eV
Orbital gap: 7.4758 eV
E: -3133.99579 hartree



No. 2
Here is a cluster of 10 separate species, C45H93F9N4O9 in total at a distorted geometry from the OMol25 dataset. Energies are from ωB97M-V/def2-TZVPD.

```
! wB97M-V def2-TZVPD RIJCOSX def2/J DEFGRID3
* xyz 0 1
C -16.394 5.431 -4.364
C -16.869 5.815 -3.014
O -16.361 5.287 -1.863
C -16.556 4.023 -1.463
O -17.299 3.270 -2.112
C -15.955 3.608 -0.070
F -15.326 4.657 0.474
F -17.032 3.224 0.633
F -15.175 2.567 -0.292
H -15.323 5.236 -4.310
H -16.535 6.291 -5.020
H -16.807 4.567 -4.886
H -17.947 5.652 -3.005
H -16.637 6.870 -2.873
C -14.903 0.400 -2.670
C -16.205 -0.384 -2.450
O -15.993 -1.637 -1.777
C -16.196 -2.824 -2.368
O -16.379 -2.940 -3.558
C -16.156 -4.044 -1.348
F -16.521 -5.209 -1.850
F -14.864 -4.069 -0.889
F -16.853 -3.779 -0.220
H -15.067 1.318 -3.235
H -14.176 -0.127 -3.287
H -14.313 0.470 -1.756
H -16.723 -0.650 -3.372
H -16.728 0.254 -1.737
C -22.708 -3.177 4.805
C -22.013 -1.894 4.366
O -22.672 -0.742 4.911
C -23.866 -0.313 4.367
O -24.456 -0.892 3.431
C -24.267 1.114 4.825
F -25.465 1.133 5.455
F -23.362 1.695 5.643
F -24.414 1.899 3.760
H -23.613 -3.437 4.256
H -22.878 -3.179 5.882
H -22.025 -3.976 4.518
H -21.735 -1.747 3.322
H -21.011 -1.843 4.794
C -14.563 1.965 4.945
C -14.773 2.773 3.675
N -15.798 3.856 3.884
C -17.128 3.280 3.985
C -18.238 4.169 3.455
C -15.514 4.956 4.828
C -14.262 5.826 4.425
H -13.958 1.071 4.790
H -15.542 1.563 5.208
H -14.174 2.585 5.753
H -13.845 3.257 3.368
H -15.124 2.086 2.906
H -17.184 2.273 3.570
H -17.327 3.092 5.040
H -17.996 4.351 2.408
H -19.191 3.657 3.586
H -18.353 5.158 3.898
H -15.499 4.579 5.851
H -16.299 5.711 4.860
H -14.202 6.101 3.372
H -13.337 5.280 4.609
H -14.354 6.778 4.947
C -22.718 -2.583 -7.149
C -23.491 -2.458 -5.787
N -22.794 -1.695 -4.800
C -22.481 -0.310 -5.128
C -23.678 0.564 -5.382
C -21.704 -2.520 -4.164
C -21.261 -1.971 -2.788
H -23.123 -3.431 -7.701
H -21.678 -2.834 -6.940
H -22.708 -1.663 -7.735
H -24.521 -2.124 -5.913
H -23.616 -3.510 -5.528
H -21.931 -0.018 -4.234
H -21.824 -0.201 -5.990
H -24.007 0.133 -6.327
H -24.431 0.732 -4.612
H -23.341 1.591 -5.524
H -20.837 -2.463 -4.823
H -21.921 -3.582 -4.048
H -22.087 -1.622 -2.169
H -20.451 -1.245 -2.868
H -20.765 -2.708 -2.156
C -21.654 -7.513 1.780
C -21.852 -6.134 2.489
N -21.830 -4.866 1.786
C -20.660 -4.693 0.991
C -19.397 -4.832 1.890
C -23.172 -4.707 1.140
C -23.455 -3.473 0.210
H -21.598 -8.379 2.438
H -20.774 -7.485 1.138
H -22.554 -7.647 1.179
H -22.701 -6.248 3.163
H -21.046 -5.971 3.204
H -20.534 -5.280 0.081
H -20.725 -3.635 0.735
H -18.572 -4.546 1.238
H -19.401 -4.129 2.723
H -19.227 -5.848 2.248
H -23.883 -4.675 1.966
H -23.420 -5.637 0.628
H -23.456 -2.539 0.772
H -24.461 -3.584 -0.195
H -22.668 -3.448 -0.544
C -20.958 5.241 0.790
C -19.670 5.955 0.425
N -19.118 6.847 1.476
C -20.153 7.868 1.839
C -19.713 8.763 2.973
C -17.856 7.466 1.070
C -16.754 7.136 2.095
H -21.836 5.815 0.493
H -21.032 5.068 1.864
H -20.949 4.281 0.275
H -18.911 5.187 0.272
H -19.879 6.462 -0.517
H -21.117 7.408 2.053
H -20.273 8.533 0.984
H -20.505 9.376 3.402
H -18.867 9.429 2.807
H -19.433 8.180 3.850
H -17.480 7.243 0.071
H -17.975 8.509 0.775
H -15.782 7.456 1.721
H -16.986 7.576 3.065
H -16.762 6.046 2.117
C -18.371 -0.783 3.671
C -17.288 -1.211 2.733
C -16.837 -0.233 1.676
O -16.779 -2.311 2.801
H -17.795 -0.649 4.587
H -19.113 -1.575 3.567
H -18.685 0.242 3.473
H -16.332 0.670 2.017
H -17.786 0.062 1.227
H -16.167 -0.705 0.958
C -19.709 1.621 -0.104
C -20.669 1.319 1.041
C -21.560 0.168 0.772
O -20.595 1.892 2.105
H -18.964 2.371 0.162
H -20.279 1.942 -0.976
H -19.073 0.756 -0.294
H -22.313 0.177 1.560
H -21.028 -0.783 0.815
H -21.984 0.220 -0.231
C -18.806 1.069 -4.754
C -19.601 2.304 -4.999
C -20.099 3.037 -3.778
O -19.896 2.620 -6.179
H -19.099 0.239 -5.397
H -18.823 0.839 -3.689
H -17.797 1.295 -5.099
H -19.430 3.897 -3.758
H -19.797 2.486 -2.886
H -21.175 3.205 -3.825
*
```

Calculated values
SMILES: CCOC(=O)C(F)(F)F.CCOC(=O)C(F)(F)F.CCOC(=O)C(F)(F)F.CCN(CC)CC.CCN(CC)CC.CCN(CC)CC.CCN(CC)CC.CC(C)=O.CC(C)=O.CC(C)=O
Energy relative to the best compared isomer or geometry (same formula, charge and spin): 66.3 kcal/mol
E_LUMO: 0.39 eV
Orbital gap: 8.4448 eV
E: -3565.21449 hartree